{"formula": "C44H53F10N2O26", "method": "ωB97M-V/def2-TZVPD", "e_homo_ev": -10.93, "largest_force_ha_per_bohr": 0.1972, "charge": 1, "homo_lumo_gap_ev": 7.4106, "symbols": ["C", "C", "C", "N", "C", "C", "C", "O", "C", "C", "C", "F", "C", "C", "C", "C", "C", "C", "C", "C", "C", "N", "C", "C", "O", "F", "H", "H", "H", "H", "H", "H", "H", "H", "H", "H", "H", "H", "H", "H", "H", "H", "H", "H", "H", "H", "H", "H", "H", "H", "H", "H", "H", "H", "H", "C", "C", "O", "C", "O", "O", "F", "H", "H", "H", "C", "C", "O", "C", "O", "O", "F", "H", "H", "H", "C", "C", "O", "C", "O", "O", "F", "H", "H", "H", "C", "C", "O", "C", "O", "O", "F", "H", "H", "H", "C", "C", "O", "C", "O", "O", "F", "H", "H", "H", "C", "C", "O", "C", "O", "O", "F", "H", "H", "H", "C", "C", "O", "C", "O", "O", "F", "H", "H", "H", "C", "C", "O", "C", "O", "O", "F", "H", "H", "H"], "coordinates": [[-1.4665, 2.1205, 3.1575], [-1.6190, 0.8506, 2.0810], [-0.3040, -0.0551, 1.6210], [-2.8957, 0.6239, 1.6159], [-3.1035, 1.2086, 0.2334], [-3.9315, 2.6561, 0.1014], [-4.7996, 2.7612, -1.3249], [-4.5024, 4.0333, -1.9994], [-6.4620, 2.8765, -1.1813], [-6.9513, 3.6547, 0.1729], [-6.3488, 5.1653, 0.3740], [-7.2621, 6.0118, 1.2036], [-4.3104, 1.3353, -1.9651], [-3.5567, 1.2590, -3.4093], [-2.3805, 2.3445, -3.6911], [-1.2128, 2.4667, -2.5539], [-1.1914, 3.8916, -1.6777], [-0.1032, 4.2246, -0.4862], [1.0338, 3.0855, -0.1389], [1.0628, 1.6796, -1.0258], [-0.0473, 1.3638, -2.2177], [-3.8075, 0.4062, -0.8377], [-4.8151, -0.6495, -0.4116], [-6.0359, -0.0964, 0.5308], [-7.3139, -0.3441, 0.1286], [-5.9027, 0.6156, 1.8270], [-1.9992, 3.0947, 2.7609], [-0.3591, 2.2910, 3.4995], [-2.0826, 1.7802, 4.1127], [0.7034, 0.5007, 1.8992], [-0.4011, -0.1964, 0.4500], [-0.3251, -1.1536, 2.0736], [-2.0060, 1.2818, -0.1656], [-4.5270, 2.6510, 1.1093], [-3.1064, 3.4603, 0.3033], [-4.7691, 3.9795, -2.9848], [-6.8121, 3.5406, -2.1026], [-7.0027, 1.8424, -1.2591], [-6.7072, 2.9407, 1.0901], [-8.1381, 3.7177, 0.1381], [-5.2930, 5.1083, 0.9247], [-6.2512, 5.6489, -0.6888], [-5.3479, 0.7952, -2.2108], [-3.0817, 0.1707, -3.5016], [-4.3629, 1.3298, -4.2562], [-1.8323, 2.0160, -4.6995], [-2.8558, 3.4080, -3.9358], [-1.9943, 4.7483, -1.8941], [-0.1892, 5.2569, 0.1070], [1.7900, 3.3254, 0.7420], [1.9154, 0.9056, -0.7684], [-0.0005, 0.3627, -2.8270], [-3.0727, -0.1887, -1.3085], [-4.2835, -1.5185, 0.2091], [-5.3340, -1.2017, -1.3345], [-2.0632, 4.4332, 6.7743], [-1.0697, 3.5729, 7.4775], [-0.0622, 3.3759, 6.5116], [-0.0956, 4.4927, 5.7316], [0.7953, 4.8191, 4.9651], [-1.2470, 5.2075, 5.9186], [-1.6054, 2.3704, 7.7854], [-2.7736, 3.8557, 6.1735], [-2.6235, 5.0703, 7.4639], [-0.6361, 4.0287, 8.3741], [3.7177, -0.3416, 3.1443], [4.8364, -1.3056, 3.3472], [4.2190, -2.5636, 3.1951], [3.1811, -2.3480, 2.3390], [2.5822, -3.2341, 1.7525], [2.8975, -1.0158, 2.2112], [5.3246, -1.2201, 4.6049], [3.1476, -0.1554, 4.0607], [4.0613, 0.6161, 2.7442], [5.6518, -1.2057, 2.6229], [-4.8073, -2.3973, -6.1724], [-3.6444, -3.2819, -6.4675], [-2.6306, -2.3783, -6.8451], [-2.9111, -1.2284, -6.1701], [-2.1200, -0.3120, -6.0209], [-4.1857, -1.2301, -5.6733], [-3.9078, -4.0900, -7.5188], [-5.3861, -2.1458, -7.0674], [-5.4815, -2.8310, -5.4289], [-3.3064, -3.8787, -5.6137], [-6.8135, 4.0483, -7.0996], [-6.8556, 4.5623, -5.7011], [-5.6141, 4.1635, -5.1659], [-4.7641, 4.1280, -6.2302], [-3.5486, 4.0944, -6.1345], [-5.4399, 4.1425, -7.4196], [-7.8376, 3.9586, -4.9948], [-7.1332, 3.0037, -7.1768], [-7.4175, 4.6514, -7.7828], [-6.9567, 5.6502, -5.6257], [-2.0596, -5.4225, -2.5641], [-2.9103, -6.5408, -2.0666], [-4.2015, -6.1976, -2.5159], [-4.0007, -5.4778, -3.6553], [-4.8704, -5.2400, -4.4769], [-2.7028, -5.0608, -3.7696], [-2.9240, -6.5719, -0.7151], [-2.0504, -4.5629, -1.8855], [-1.0281, -5.7348, -2.7485], [-2.6331, -7.5248, -2.4596], [5.3927, -4.1391, 0.5683], [6.5556, -5.0236, 0.2731], [7.5694, -4.1201, -0.1045], [7.2889, -2.9702, 0.5706], [8.0800, -2.0538, 0.7197], [6.0143, -2.9718, 1.0674], [6.2922, -5.8318, -0.7782], [4.8139, -3.8876, -0.3267], [4.7185, -4.5727, 1.3117], [6.8936, -5.6205, 1.1269], [9.0734, -2.2404, 4.9312], [7.9781, -3.0847, 5.4872], [8.4914, -3.5157, 6.7272], [9.3371, -2.5240, 7.1248], [9.7591, -2.3996, 8.2625], [9.6492, -1.6803, 6.0942], [7.7670, -4.1724, 4.7125], [9.8298, -2.8253, 4.3973], [8.6986, -1.4593, 4.2641], [7.0352, -2.5503, 5.6447], [12.7713, -2.4983, 1.6303], [13.4398, -3.8183, 1.4502], [12.7781, -4.6516, 2.3748], [11.5225, -4.1337, 2.4835], [10.5766, -4.7289, 2.9724], [11.4500, -2.8677, 1.9704], [14.7446, -3.7494, 1.7969], [13.2056, -1.9114, 2.4466], [12.7875, -1.8960, 0.7180], [13.3431, -4.2367, 0.4427]]}